[1]
# C8H9O8PTi

A structure of composition C8H9O8PTi at a distorted geometry (ωB97M-V/def2-TZVPD, the Open Molecules 2025 dataset).

```
27
Properties=species:S:1:pos:R:3:forces:R:3
O -0.0006 3.2429 -0.0099 0.0 -5.8 0.1
C -0.0016 2.0764 0.0305 0.0 7.6 -0.3
Ti -0.0074 -0.0130 0.1727 -0.3 -0.7 0.9
O 0.0014 0.0010 -3.2127 -0.1 0.0 5.8
C -0.0046 0.0017 -2.0504 0.1 0.1 -6.5
C -0.0025 -2.0779 0.0387 -0.2 -8.4 -0.6
O -0.0046 -3.2493 -0.0317 0.0 6.3 0.3
C -2.0863 -0.0017 0.0262 -7.1 -0.1 -0.3
O -3.2508 0.0033 -0.0085 5.5 0.0 0.1
C 2.0830 0.0152 -0.0019 6.7 0.1 0.1
O 3.2451 0.0082 -0.0217 -5.2 0.1 -0.1
C -0.3352 2.5128 3.0896 0.6 1.5 0.9
O -1.1812 1.5445 2.5008 1.7 -3.5 -0.4
P -0.5164 -0.0700 2.6059 -1.6 -0.5 3.4
O -0.5593 -0.2180 4.2280 -0.7 1.1 -3.1
C 0.6167 0.0632 5.0172 1.7 -0.3 0.4
O 0.5514 -1.6392 2.4791 -2.3 3.1 -1.6
C 1.9210 -1.5533 2.6166 2.6 -0.2 0.8
H -0.7309 3.4422 2.6881 0.4 0.3 0.4
H 0.7273 2.3903 2.7657 -0.6 0.2 0.2
H -0.3620 2.5117 4.2006 -0.2 0.0 -0.8
H 1.3668 0.6921 4.4697 -0.7 -0.6 0.5
H 0.3212 0.6049 5.9213 -0.2 -0.3 -0.3
H 1.0564 -0.9172 5.2586 0.0 0.6 0.2
H 2.3290 -0.5034 2.6917 -0.4 -0.9 0.0
H 2.1925 -2.1004 3.5424 0.3 0.3 -0.6
H 2.4110 -2.0176 1.7381 0.0 0.0 0.6
```
Positions in Å, forces in eV/Å.

Results
molar mass = 311.99 g/mol
total charge = +2
HOMO energy (spin up / spin down) = -17.38 / -17.44 eV
E = -2102.21639 hartree
spin multiplicity = 3
LUMO (spin up / spin down) = -10.447 / -10.737 eV
max |F| = 8.42 eV Å⁻¹
gap between HOMO and LUMO (spin up / spin down) = 6.938 / 6.706 eV

[2]
# C8H9OP

An isolated molecule of C8H9OP at a distorted geometry (ωB97M-V/def2-TZVPD, the Open Molecules 2025 dataset).

```
19
Properties=species:S:1:pos:R:3:forces:R:3
C -1.7816 -1.7036 -0.0353 -1.5 3.6 -0.3
C -2.8306 -0.7749 0.0320 -1.1 -2.6 -0.3
C -0.3784 -1.3986 -0.0625 1.2 1.9 0.2
C 0.5214 -2.4123 -0.0066 1.4 1.6 1.2
C 1.4872 0.3541 -0.0014 0.8 -1.1 -1.1
C -0.9352 1.1595 -0.1126 0.3 -2.1 5.0
C 0.0960 -0.0591 -0.0493 -2.6 2.0 -0.1
C 1.9326 1.8269 0.0066 -3.8 -2.5 4.3
O 2.3510 -0.5095 -0.1952 0.4 0.7 0.5
P -2.8521 0.9822 -0.0831 1.9 -1.0 0.1
H -1.9404 -2.7130 0.0674 -1.0 -2.2 0.1
H -3.8714 -1.3042 0.0755 1.8 1.2 0.1
H 1.5111 -2.1375 0.4323 -0.9 -1.1 -1.0
H 0.1905 -3.3093 -0.4051 -0.1 -2.1 -0.1
H -0.6242 1.6643 0.9428 -1.0 -0.5 -2.4
H -0.7320 1.8172 -0.8662 0.9 1.8 -1.9
H 2.9305 1.7402 0.0254 3.6 0.5 -0.4
H 1.5094 2.2674 0.9595 0.7 0.0 -1.1
H 1.4194 2.1719 -0.7930 -0.9 2.0 -2.7
```
Positions in Å, forces in eV/Å.

Results
energy relative to the best compared isomer or geometry (same formula, charge and spin) = 390.64 kJ/mol
molar mass = 152.13 g/mol
HOMO energy (spin up / spin down) = -7.97 / -7.40 eV
E = -726.65296 hartree
LUMO (spin up / spin down) = -1.369 / -1.164 eV
max |F| = 6.21 eV Å⁻¹
gap between HOMO and LUMO (spin up / spin down) = 6.605 / 6.233 eV

Copy entry 2 word for word.
# C8H9OP

An isolated molecule of C8H9OP at a distorted geometry (ωB97M-V/def2-TZVPD, the Open Molecules 2025 dataset).

```
19
Properties=species:S:1:pos:R:3:forces:R:3
C -1.7816 -1.7036 -0.0353 -1.5 3.6 -0.3
C -2.8306 -0.7749 0.0320 -1.1 -2.6 -0.3
C -0.3784 -1.3986 -0.0625 1.2 1.9 0.2
C 0.5214 -2.4123 -0.0066 1.4 1.6 1.2
C 1.4872 0.3541 -0.0014 0.8 -1.1 -1.1
C -0.9352 1.1595 -0.1126 0.3 -2.1 5.0
C 0.0960 -0.0591 -0.0493 -2.6 2.0 -0.1
C 1.9326 1.8269 0.0066 -3.8 -2.5 4.3
O 2.3510 -0.5095 -0.1952 0.4 0.7 0.5
P -2.8521 0.9822 -0.0831 1.9 -1.0 0.1
H -1.9404 -2.7130 0.0674 -1.0 -2.2 0.1
H -3.8714 -1.3042 0.0755 1.8 1.2 0.1
H 1.5111 -2.1375 0.4323 -0.9 -1.1 -1.0
H 0.1905 -3.3093 -0.4051 -0.1 -2.1 -0.1
H -0.6242 1.6643 0.9428 -1.0 -0.5 -2.4
H -0.7320 1.8172 -0.8662 0.9 1.8 -1.9
H 2.9305 1.7402 0.0254 3.6 0.5 -0.4
H 1.5094 2.2674 0.9595 0.7 0.0 -1.1
H 1.4194 2.1719 -0.7930 -0.9 2.0 -2.7
```
Positions in Å, forces in eV/Å.

Results
energy relative to the best compared isomer or geometry (same formula, charge and spin) = 390.64 kJ/mol
molar mass = 152.13 g/mol
HOMO energy (spin up / spin down) = -7.97 / -7.40 eV
E = -726.65296 hartree
LUMO (spin up / spin down) = -1.369 / -1.164 eV
max |F| = 6.21 eV Å⁻¹
gap between HOMO and LUMO (spin up / spin down) = 6.605 / 6.233 eV